Entry 1:
ORCA calculation (the ωB97M-V functional and the def2-TZVPD basis) on C4H12N2O3 as an isolated structure.

* highest occupied orbital energy: -9.2 eV
* spin multiplicity: 1
* net charge: 0

Geometry (Å):
1 C 0.175 0.318 -1.965
2 C -1.597 1.482 -0.205
3 N -1.086 0.167 -0.594
4 N 1.248 -0.462 -1.733
5 H -1.842 -0.415 -0.950
6 H 1.547 -0.308 -0.695
7 H 1.103 -1.441 -1.947
8 H 0.375 1.372 -1.798
9 H -0.419 0.095 -2.851
10 H -2.341 1.385 0.587
11 H -0.756 2.057 0.178
12 H -2.047 1.983 -1.064
13 C 1.683 -0.153 1.933
14 C -0.555 -0.634 0.722
15 O 0.986 0.097 0.736
16 O -0.302 -1.906 0.223
17 O -1.185 -0.477 1.747
18 H -0.599 -2.527 0.901
19 H 2.103 -1.169 1.953
20 H 2.493 0.576 2.028
21 H 1.015 -0.039 2.794

---

Entry 2:
ORCA calculation (the ωB97M-V functional and the def2-TZVPD basis) on a 3-piece molecular cluster, C4H12N2O3 overall.

* highest occupied orbital energy: -6.8 eV
* spin multiplicity: 1
* net charge: 0

Geometry (Å):
1 C -1.406 0.685 0.189
2 C 0.807 0.989 0.246
3 N -2.017 1.752 0.776
4 N 1.242 1.529 -1.006
5 O -1.571 0.594 -1.120
6 H -1.413 -0.395 -1.321
7 H -1.426 -0.227 0.776
8 H -1.911 1.849 1.774
9 H -1.997 2.621 0.259
10 H 0.460 1.782 -1.603
11 H 1.809 0.848 -1.503
12 H 0.445 1.807 0.875
13 H 1.655 0.628 0.824
14 C 0.694 -2.014 1.047
15 C 0.885 -1.338 -0.289
16 O -0.280 -1.577 -1.141
17 O 1.957 -1.304 -0.873
18 H 0.091 -1.656 -2.033
19 H -0.283 -1.802 1.481
20 H 0.787 -3.096 0.915
21 H 1.473 -1.675 1.727

---

Entry 3:
ORCA calculation (the ωB97M-V functional and the def2-TZVPD basis) on C4H12N2O3 as an isolated structure.

* highest occupied orbital energy: -8.6 eV
* spin multiplicity: 1
* net charge: 0

Geometry (Å):
1 C 1.428 1.209 0.204
2 C 1.188 -1.560 -1.250
3 O 0.819 -0.610 -0.282
4 O 0.890 2.417 0.281
5 H 0.573 2.592 1.179
6 H 1.900 1.103 -0.763
7 H 1.949 0.876 1.098
8 H 0.889 -1.249 -2.260
9 H 2.266 -1.746 -1.222
10 H 0.668 -2.497 -1.019
11 C -1.576 0.467 -1.142
12 N -0.763 0.355 1.180
13 C -1.025 -0.437 -0.045
14 N -0.413 -0.393 2.339
15 O -1.483 -1.582 0.085
16 H -1.485 1.034 1.398
17 H 0.455 -0.869 2.086
18 H -1.076 -1.171 2.394
19 H -2.623 0.692 -0.932
20 H -1.063 1.425 -1.234
21 H -1.516 -0.057 -2.094

---

Entry 4:
ORCA calculation (the ωB97M-V functional and the def2-TZVPD basis) on one molecule with the formula C4H12N2OS.

* SMILES: CCN(CC)[S@@H](=N)=O
* highest occupied orbital energy: -9.3 eV
* spin multiplicity: 1
* net charge: 0

Geometry (Å):
1 C -0.542 -1.968 -0.563
2 C -1.544 1.563 -0.265
3 C -0.147 -1.413 0.845
4 C -0.322 1.246 0.695
5 N 2.433 1.345 -0.062
6 N 0.391 -0.066 0.608
7 O 2.529 -1.199 0.087
8 S 1.796 -0.005 -0.235
9 H -1.496 -2.563 -0.539
10 H -0.684 -1.052 -1.264
11 H 0.331 -2.568 -0.880
12 H -2.178 0.652 -0.379
13 H -2.268 2.214 0.239
14 H -1.252 1.756 -1.225
15 H -1.002 -1.232 1.552
16 H 0.716 -1.969 1.240
17 H 0.527 1.859 0.461
18 H -0.610 1.420 1.736
19 H 2.186 2.184 -0.558
20 H 1.139 -0.204 -1.495

---

Entry 5:
ORCA calculation (the ωB97M-V functional and the def2-TZVPD basis) on an isolated ion of composition C4H12N2P and charge +1.

* highest occupied orbital energy (alpha / beta): -12.7 / -12.7 eV
* spin multiplicity: 1
* net charge: +1

Geometry (Å):
1 C -1.579 1.310 -0.178
2 C 0.483 -0.275 -0.128
3 C 0.913 0.137 -1.492
4 C 1.181 -1.081 0.912
5 N -1.382 -1.261 -0.503
6 N -0.258 0.936 0.472
7 P -2.627 -0.280 0.035
8 H -1.957 2.002 0.426
9 H -1.369 1.662 -1.111
10 H 2.052 0.163 -1.420
11 H 0.581 1.078 -1.671
12 H 0.468 -0.664 -2.066
13 H 1.188 -2.142 0.475
14 H 0.799 -1.246 1.940
15 H 2.104 -0.589 1.195
16 H -1.349 -2.155 -0.054
17 H 0.322 1.704 0.425
18 H -0.341 0.505 1.448
19 H -2.484 -0.277 1.527

---

Entry 6:
ORCA calculation (the ωB97M-V functional and the def2-TZVPD basis) on a 2-piece molecular cluster, C4H12N2S overall.

* highest occupied orbital energy: -8.3 eV
* spin multiplicity: 1
* net charge: 0

Geometry (Å):
1 C -0.125 2.083 0.447
2 C -0.062 0.700 -0.266
3 C -0.221 -0.483 0.774
4 S -1.867 -0.473 1.424
5 N 1.152 0.707 -0.958
6 C 1.183 -0.177 -2.076
7 N 1.931 -1.344 -1.687
8 H -0.383 2.826 -0.302
9 H -0.915 2.030 1.203
10 H 0.869 2.291 0.870
11 H -0.866 -2.064 3.949
12 H 0.062 -1.417 0.277
13 H 0.544 -0.311 1.547
14 H -0.734 -1.389 4.223
15 H -1.000 0.641 -0.846
16 H 0.147 -0.539 -2.295
17 H 1.563 0.333 -2.967
18 H 2.471 -1.283 -0.843
19 H 2.026 -2.140 -2.317

---

Relative energy (zero: lowest compared OMol25 entry of this formula, charge and spin) (eV)
2.762, 3.913, 5.682, 3.988, 3.352, 5.794